No. 1
{"formula": "C4H14O3", "method": "wB97M-V/def2-TZVPD", "symbols": ["C", "C", "C", "C", "O", "H", "H", "H", "H", "H", "H", "H", "H", "H", "H", "O", "H", "H", "O", "H", "H"], "xyz": [[2.383514, -0.470108, 1.391779], [1.009875, 0.226391, 1.553511], [-0.023958, -0.066478, 0.486758], [-1.400724, 0.499681, 0.758416], [-1.706769, 1.489604, -0.237025], [2.605868, -0.830792, 0.379405], [2.420760, -1.451137, 1.890785], [3.152494, 0.156039, 1.844302], [0.672272, 0.056958, 2.573159], [1.278077, 1.282360, 1.463538], [0.271704, 0.412888, -0.456182], [-0.051886, -1.098160, 0.105705], [-1.463141, 0.987887, 1.737715], [-2.190984, -0.254291, 0.727953], [-2.337703, 2.124095, 0.113883], [2.455909, -0.093097, -2.044775], [3.320025, -0.507812, -2.004352], [2.219547, 0.333670, -1.219039], [-2.674699, -1.407308, -1.424872], [-3.338390, -0.957396, -0.896889], [-2.567177, -0.890804, -2.232938]], "atomic_forces_ev_per_a": [[-0.5, -1.3, 0.2], [1.3, 0.1, -0.4], [0.1, -0.3, -1.2], [-0.7, 0.4, 0.2], [0.1, 0.1, -0.2], [0.1, 0.9, 0.0], [-0.2, 0.4, 0.4], [0.2, -0.2, -0.4], [-0.3, 0.0, 0.0], [-0.5, 0.2, 0.3], [0.1, 0.3, 0.2], [-0.2, -0.1, 0.9], [0.2, -0.2, 0.1], [0.3, -0.2, 0.1], [0.0, -0.1, 0.1], [-0.5, 0.0, -0.8], [0.0, 0.2, 0.5], [0.5, -0.1, 0.1], [0.1, -0.3, -0.2], [0.0, 0.2, -0.2], [-0.1, 0.0, 0.3]], "de_lowest_ev": 1.2005, "e_tot_ha": -386.48266, "smiles": "CCCCO.O.O", "gap_ev": 11.05}



No. 2
{"formula": "C38H25Br2Cl5CsN6O3", "method": "wB97M-V/def2-TZVPD", "symbols": ["Cs", "O", "C", "C", "C", "C", "N", "C", "C", "C", "C", "C", "C", "O", "C", "C", "N", "H", "H", "H", "H", "H", "H", "H", "H", "H", "H", "H", "H", "C", "C", "C", "C", "C", "C", "N", "N", "C", "C", "C", "C", "C", "N", "H", "H", "H", "H", "H", "H", "H", "H", "H", "Cl", "C", "C", "C", "Cl", "C", "Cl", "C", "Cl", "C", "Cl", "Br", "C", "C", "C", "Br", "C", "C", "C", "C", "N", "C", "C", "O", "H", "H", "H", "H"], "xyz": [[0.169669, -1.259704, -0.952261], [6.427179, 2.279917, 1.812732], [6.432302, 1.430646, 0.673081], [5.023588, 1.048307, 0.314899], [4.796126, -0.000597, -0.564630], [3.489248, -0.320199, -0.888627], [2.439197, 0.330714, -0.401808], [2.651639, 1.340742, 0.437823], [3.931088, 1.728831, 0.826499], [1.439069, 2.052254, 0.952220], [1.502951, 3.390402, 1.316781], [0.352103, 4.039669, 1.736728], [0.389390, 5.502213, 2.093673], [1.415521, 5.812276, 3.033116], [-0.824757, 3.311304, 1.794565], [-0.795378, 1.974962, 1.423362], [0.302028, 1.352296, 1.009988], [7.328451, 2.565563, 1.983777], [7.010077, 0.521829, 0.861155], [6.882922, 1.939652, -0.184908], [5.618105, -0.571717, -0.980575], [3.275064, -1.149849, -1.560240], [4.085950, 2.527763, 1.537053], [2.429252, 3.944604, 1.233771], [-0.591446, 5.814185, 2.461010], [0.614751, 6.094006, 1.206696], [1.336251, 5.199606, 3.771462], [-1.753439, 3.776166, 2.105255], [-1.702326, 1.375999, 1.449838], [-4.358308, 3.047802, -2.923681], [-5.235053, 1.962667, -2.936790], [-4.900100, 0.790115, -2.285636], [-3.681809, 0.706644, -1.616663], [-2.813172, 1.784205, -1.590945], [-3.150135, 2.958926, -2.252925], [-3.229189, -0.459465, -0.905955], [-3.938170, -1.446228, -1.065061], [-3.548396, -2.655076, -0.398386], [-4.489794, -3.221989, 0.453308], [-4.206436, -4.450187, 1.016749], [-3.022028, -5.090711, 0.682831], [-2.161531, -4.449868, -0.188861], [-2.406587, -3.245108, -0.711396], [-4.621281, 3.962025, -3.442573], [-6.177953, 2.033891, -3.465837], [-5.559706, -0.067382, -2.291946], [-1.854516, 1.677345, -1.095378], [-2.455974, 3.790961, -2.253285], [-5.413583, -2.696068, 0.655762], [-4.909359, -4.910621, 1.699756], [-2.768387, -6.059577, 1.089905], [-1.207709, -4.893648, -0.460296], [-0.253140, -1.201075, -4.000184], [-0.201881, 0.569533, -4.139276], [0.009940, 1.299474, -2.990603], [0.035065, 2.660492, -3.194410], [0.326193, 3.716612, -1.786986], [-0.171100, 3.290675, -4.419755], [-0.175725, 5.024634, -4.576097], [-0.390446, 2.499504, -5.546752], [-0.642470, 3.229782, -7.096834], [-0.396642, 1.112373, -5.408193], [-0.651607, 0.111463, -6.806607], [2.963595, -5.887460, -0.551680], [2.099180, -5.159889, 0.975605], [2.182676, -5.858519, 2.180314], [1.581759, -5.371981, 3.308332], [1.738620, -6.367844, 4.930188], [0.852885, -4.162624, 3.272559], [0.190458, -3.598238, 4.386741], [-0.512333, -2.437608, 4.249746], [-0.568371, -1.825663, 2.985031], [0.036404, -2.311977, 1.931543], [0.758973, -3.456656, 2.040394], [1.423062, -3.927191, 0.813763], [1.370757, -3.277327, -0.267161], [2.729420, -6.791166, 2.219920], [0.252372, -4.102302, 5.341931], [-1.023293, -1.991396, 5.092885], [-1.129751, -0.906117, 2.840474]], "atomic_forces_ev_per_a": [[-1.7, 1.5, -0.2], [0.1, 0.0, -0.1], [-0.1, 0.1, 0.1], [0.0, 0.0, 0.0], [0.0, 0.0, 0.0], [0.0, 0.0, 0.0], [0.5, 0.4, 0.2], [0.0, 0.0, 0.0], [0.0, 0.0, 0.0], [0.0, -0.1, 0.0], [0.1, 0.0, 0.0], [0.0, 0.0, 0.0], [0.1, -0.1, 0.0], [-0.1, 0.0, 0.0], [0.0, 0.0, 0.0], [0.1, -0.1, 0.0], [0.0, 0.0, 0.0], [0.0, 0.0, 0.0], [0.0, 0.0, 0.0], [0.0, 0.0, 0.0], [0.0, 0.0, 0.0], [0.0, 0.1, 0.1], [0.0, 0.0, 0.0], [0.0, 0.0, 0.0], [0.0, 0.0, 0.1], [0.0, 0.0, 0.0], [0.0, 0.0, 0.0], [0.0, 0.0, 0.0], [0.0, 0.0, 0.0], [0.0, 0.0, 0.0], [0.0, 0.0, 0.0], [-0.1, -0.1, 0.0], [0.1, 0.1, 0.2], [0.1, 0.0, 0.0], [0.0, 0.0, 0.0], [0.3, 0.2, 0.0], [-0.5, -0.5, -0.1], [0.0, -0.2, 0.0], [-0.1, 0.1, 0.1], [-0.1, 0.0, 0.0], [0.0, 0.0, 0.0], [0.3, 0.2, 0.1], [-0.1, 0.2, -0.2], [0.0, 0.0, 0.0], [0.0, 0.0, 0.0], [0.0, 0.0, 0.0], [0.0, 0.0, -0.1], [0.0, 0.0, 0.0], [0.0, 0.0, 0.0], [0.0, 0.0, 0.0], [0.0, 0.0, 0.0], [-0.1, 0.0, 0.0], [-0.1, -0.1, -1.0], [0.0, 0.3, 0.1], [0.1, 0.2, -0.3], [0.0, -0.1, -0.1], [0.0, 0.0, 0.0], [0.0, 0.1, 0.1], [0.0, -0.1, 0.0], [0.0, 0.0, 0.0], [0.0, 0.0, 0.0], [0.0, -0.1, 0.0], [0.0, 0.1, 0.0], [0.0, 0.0, 0.0], [-0.1, 0.1, 0.0], [0.0, 0.1, -0.1], [0.0, 0.0, 0.1], [0.0, 0.0, 0.0], [-0.1, 0.1, -0.1], [0.1, -0.1, 0.0], [0.0, 0.0, 0.0], [0.0, -0.1, -0.1], [0.2, -0.2, 0.1], [-0.1, 0.0, 0.1], [0.2, -0.2, -0.1], [1.0, -1.9, 1.0], [0.0, 0.0, 0.0], [0.0, 0.0, 0.0], [0.0, 0.0, 0.0], [0.0, 0.0, 0.0]], "charge": -1, "de_lowest_ev": 1.1663, "e_tot_ha": -9486.50882, "gap_ev": 6.48}



No. 3
{"formula": "C28H58Cl6N7O8Pd", "method": "wB97M-V/def2-TZVPD", "symbols": ["C", "C", "N", "C", "C", "N", "C", "C", "H", "H", "H", "H", "H", "H", "H", "H", "H", "H", "H", "Pd", "C", "O", "O", "O", "Cl", "C", "C", "Cl", "H", "H", "H", "H", "Cl", "C", "C", "Cl", "H", "H", "H", "H", "Cl", "C", "C", "Cl", "H", "H", "H", "H", "C", "O", "N", "C", "C", "H", "H", "H", "H", "H", "H", "H", "C", "O", "N", "C", "C", "H", "H", "H", "H", "H", "H", "H", "C", "O", "N", "C", "C", "H", "H", "H", "H", "H", "H", "H", "C", "O", "N", "C", "C", "H", "H", "H", "H", "H", "H", "H", "C", "O", "N", "C", "C", "H", "H", "H", "H", "H", "H", "H"], "xyz": [[-11.926520, 5.923800, -3.937550], [-10.974040, 6.854990, -4.731140], [-9.717680, 7.028960, -4.094080], [-9.457330, 7.491700, -2.794850], [-8.055150, 7.611800, -2.628240], [-7.441110, 6.988520, -3.732040], [-8.456550, 6.686050, -4.604650], [-5.983430, 6.790990, -3.869800], [-12.814260, 5.590340, -4.474990], [-12.217050, 6.508190, -3.064530], [-11.460470, 5.015240, -3.556210], [-11.460160, 7.820420, -4.871610], [-10.790850, 6.564180, -5.765530], [-10.327010, 7.824180, -2.247570], [-7.466470, 8.065660, -1.844730], [-8.320500, 6.151990, -5.533450], [-5.378830, 7.451570, -3.248350], [-5.696480, 6.876230, -4.917890], [-5.773620, 5.800300, -3.466550], [-10.340150, 3.973180, -8.814800], [-8.621990, 5.924390, -8.174470], [-7.696890, 6.698430, -7.868710], [-9.384730, 5.309990, -7.387620], [-8.727070, 5.412720, -9.305840], [-7.267070, 11.294900, -7.530690], [-7.880280, 9.674180, -7.377080], [-9.402530, 9.729990, -7.159760], [-9.733280, 10.224570, -5.482150], [-7.321060, 9.253110, -6.541570], [-7.595750, 9.262150, -8.345260], [-9.709590, 8.684550, -7.130350], [-9.987980, 10.264560, -7.907820], [-4.780200, 1.885400, -8.314140], [-4.433070, 3.504720, -7.662780], [-5.645760, 4.037300, -6.857610], [-5.650440, 3.259220, -5.262400], [-4.182730, 4.154090, -8.501680], [-3.525680, 3.416810, -7.065280], [-6.575300, 3.942780, -7.418970], [-5.480570, 5.090860, -6.632180], [-7.027470, 5.216390, -13.452250], [-6.490040, 5.835330, -11.833260], [-6.144490, 4.712580, -10.797770], [-4.710460, 3.711070, -11.242580], [-7.394420, 6.371040, -11.544780], [-5.725340, 6.605050, -11.937510], [-7.016010, 4.067490, -10.686300], [-5.954310, 5.111410, -9.801350], [-10.485030, 4.825250, -12.110360], [-10.851010, 4.306060, -11.073540], [-11.060210, 4.571430, -13.329380], [-10.580890, 5.215590, -14.566570], [-12.169800, 3.659330, -13.578900], [-9.728940, 5.618670, -12.215310], [-9.790940, 5.937380, -14.358960], [-11.381670, 5.755300, -15.072100], [-10.165750, 4.420300, -15.185660], [-11.882470, 2.810470, -14.199370], [-12.480840, 3.238050, -12.622920], [-13.059710, 4.161090, -13.958900], [-10.786740, 1.609420, -6.549330], [-10.055260, 2.392390, -7.202500], [-10.631280, 1.348780, -5.226110], [-11.736600, 0.815340, -4.470840], [-9.590910, 2.033580, -4.450320], [-11.612340, 1.136570, -7.103410], [-11.529920, -0.027070, -3.810730], [-12.448810, 0.400760, -5.184260], [-12.366970, 1.526920, -3.937560], [-9.125480, 1.334640, -3.755370], [-8.816040, 2.502470, -5.056810], [-10.052940, 2.787550, -3.813020], [-12.670460, 6.445130, -8.514450], [-12.056520, 5.427650, -8.716550], [-13.638520, 6.619520, -7.617300], [-14.568550, 7.713240, -7.630220], [-14.128230, 5.511150, -6.734990], [-12.499480, 7.377530, -9.074440], [-15.585780, 7.365350, -7.810010], [-14.324800, 8.525390, -8.315120], [-14.697060, 8.161810, -6.645140], [-14.487650, 5.812530, -5.751080], [-15.022140, 5.104330, -7.207790], [-13.334240, 4.802220, -6.500250], [-9.586010, 8.533690, -10.609660], [-10.732140, 8.339500, -10.128180], [-9.071260, 9.660060, -11.059540], [-9.785870, 10.912710, -10.919660], [-7.744440, 9.692730, -11.586060], [-8.836790, 7.727400, -10.582010], [-9.423820, 11.433130, -10.032990], [-10.860870, 10.734300, -10.944960], [-9.649290, 11.658110, -11.703130], [-7.768230, 9.863050, -12.662410], [-7.179140, 10.455570, -11.050700], [-7.159910, 8.804240, -11.347340], [-4.963520, 8.605410, -9.321990], [-4.897870, 9.351800, -10.313250], [-4.045300, 7.679630, -9.031320], [-3.936020, 7.102440, -7.679800], [-2.964180, 7.397570, -9.993290], [-5.728470, 8.625200, -8.530380], [-3.368180, 6.176640, -7.772330], [-4.834680, 7.058830, -7.064500], [-3.227330, 7.750950, -7.164730], [-3.080100, 6.376160, -10.355780], [-2.976050, 8.076080, -10.846280], [-2.003050, 7.495710, -9.488630]], "atomic_forces_ev_per_a": [[0.5, 0.4, 0.3], [-1.8, -0.6, -1.2], [5.8, -0.7, 1.5], [1.6, 0.9, -1.2], [-2.2, -1.2, -0.7], [-3.1, 1.4, 0.0], [-0.7, 0.2, 1.0], [-0.3, -0.8, 0.0], [0.2, 0.5, -0.1], [-0.4, -0.2, 0.1], [0.4, 0.1, -0.2], [0.1, 0.2, 0.4], [0.2, -0.6, 0.1], [0.5, 0.2, 0.4], [-0.2, -0.2, 0.0], [0.0, 0.2, -0.3], [-0.6, 0.5, -0.1], [-0.1, -0.1, 0.2], [0.1, -0.2, -0.4], [0.8, 1.3, 0.0], [2.6, -0.3, 0.7], [-0.3, 0.9, 0.5], [-2.2, -0.4, 3.8], [-0.3, -0.9, -4.6], [0.6, 1.8, 0.0], [-0.7, 0.5, -0.6], [1.0, -1.9, 0.3], [-0.2, 0.6, 0.2], [-0.4, -0.5, -0.2], [-0.5, -0.7, 0.4], [-0.2, 0.0, -0.5], [0.3, 0.2, 0.3], [0.0, 0.0, 0.1], [-0.5, 0.1, 0.1], [1.5, 0.4, -0.6], [-0.5, -0.3, 0.2], [-0.3, 0.0, -0.1], [-0.2, 0.0, 0.2], [0.0, -0.3, 0.3], [-0.1, -0.1, -0.3], [0.6, -0.1, 0.4], [-0.3, -0.4, 0.6], [-0.5, 0.5, -0.8], [-0.4, 0.5, -0.1], [0.2, -0.3, 0.7], [0.3, -0.4, -0.3], [0.2, -0.1, -0.2], [0.0, 0.4, -0.2], [-1.1, 0.1, -1.9], [-0.1, -0.6, 0.2], [0.2, 0.6, -0.3], [0.3, -0.2, 0.8], [0.0, -0.4, 1.5], [0.2, -0.3, 0.4], [0.0, -0.1, 0.2], [-0.1, -0.2, 0.0], [-0.1, 0.2, -0.3], [0.1, 0.2, -0.3], [0.1, 0.0, 0.1], [0.3, 0.2, -0.4], [1.0, 1.4, -0.6], [-0.6, -1.3, 1.1], [0.2, 0.7, -0.5], [-1.4, -1.1, -0.7], [0.0, -0.1, 0.3], [0.0, -0.3, 0.7], [0.6, 0.2, 0.1], [0.0, -0.2, -0.2], [0.6, 0.5, 0.2], [0.0, -0.2, -0.2], [-0.3, -0.2, -0.2], [-0.1, 0.2, -0.1], [-0.5, 1.8, -0.6], [0.3, -1.2, 0.2], [-1.1, -1.2, 2.2], [-0.7, 0.9, 0.3], [0.3, 0.4, -0.6], [0.3, -0.2, -0.2], [0.0, -0.2, -0.6], [0.2, -0.3, -0.2], [0.6, 0.1, 0.3], [0.1, 0.9, -0.1], [0.3, -0.6, -0.1], [-0.1, -0.2, -0.7], [-1.8, -1.4, 1.7], [1.8, 0.7, -0.9], [-0.6, 0.7, -0.3], [-0.4, 0.5, -0.2], [1.0, 0.3, 0.2], [-0.2, -0.2, -0.2], [-0.4, -0.1, 0.4], [0.1, -0.1, 0.6], [0.6, -0.5, -0.5], [0.2, 0.1, 0.0], [0.1, 0.3, -0.4], [-0.4, -0.2, -0.2], [0.5, 1.2, -0.9], [-0.8, -1.1, 1.3], [0.0, -0.7, -0.2], [1.6, 0.9, -0.7], [-0.1, -0.1, 0.6], [-0.2, 0.3, -0.3], [-0.6, -0.4, 0.1], [-0.2, -0.2, -0.7], [0.0, 0.1, 0.5], [0.1, -0.1, 0.0], [-0.3, 0.1, 0.3], [0.1, 0.0, 0.0]], "charge": 1, "multiplicity": 3, "de_lowest_ev": 2.9932, "e_tot_ha": -4975.66523, "gap_ev": [8.80, 7.92]}